No. 1
An isolated molecule of C5H12NO4P in a non-equilibrium geometry, computed with ωB97M-V with the def2-TZVPD basis set.

The orbital gap comes out at 9.5697 eV. Its net charge is 0. The SMILES is C=[N+]([O-])OP(OCC)OCC. The relative energy (zero: lowest compared OMol25 entry of this formula, charge and spin) is 102.6 kcal per mole. The HOMO energy is -8.80 eV. As for the maximum force: 5.86 eV/Å.

Geometry as XYZ:
```
23
C5H12NO4P | the Open Molecules 2025 dataset | ωB97M-V with the def2-TZVPD basis set
C 1.827 -2.000 -2.315
N 1.596 -0.863 -1.628
O 1.870 0.271 -2.029
O 1.066 -0.950 -0.340
P 0.742 0.513 0.692
O 0.006 -0.415 1.788
C -1.259 -1.062 1.751
C -1.129 -2.595 2.022
O -0.591 0.994 -0.151
C -0.785 2.263 -0.628
C 0.500 3.232 -0.369
H 1.110 -2.723 -2.064
H 2.139 -1.865 -3.324
H -1.860 -0.466 2.498
H -1.732 -0.807 0.704
H -1.783 -2.949 1.238
H -0.111 -2.806 1.777
H -1.457 -2.959 2.962
H -0.802 2.220 -1.669
H -1.722 2.749 -0.257
H 0.300 4.292 -0.407
H 0.825 2.935 0.768
H 1.247 2.992 -1.017
```

***

No. 2
An isolated molecule of C3H5BrN2O5 in a non-equilibrium geometry, computed with ωB97M-V with the def2-TZVPD basis set.

The orbital gap (alpha / beta) comes out at 8.6709 / 8.6707 eV. Its net charge is 0. The SMILES is COCO/[N+]([O-])=C(/Br)[N+](=O)[O-]. The relative energy (zero: lowest compared OMol25 entry of this formula, charge and spin) is 0.0 kcal per mole. The HOMO energy (alpha / beta) is -9.72 / -9.72 eV. As for the maximum force: 2.60 eV/Å.

Geometry as XYZ:
```
16
C3H5BrN2O5 | the Open Molecules 2025 dataset | ωB97M-V with the def2-TZVPD basis set
C -0.133 0.487 1.115
O 0.347 0.470 -0.219
C 0.308 -0.617 -1.067
O -0.906 -0.765 -1.856
N -0.973 0.064 -2.970
O -0.366 -0.200 -3.991
C -1.548 1.230 -2.692
Br -1.656 2.539 -4.010
N -2.244 1.613 -1.457
O -2.666 0.728 -0.744
O -2.230 2.792 -1.229
H 0.281 -0.218 1.817
H -1.210 0.553 1.167
H 0.117 1.448 1.518
H 0.309 -1.600 -0.610
H 1.220 -0.343 -1.619
```

***

No. 3
A structure of composition C25H20Cl3CrN6O4S2, computed with ωB97M-V with the def2-TZVPD basis set.

As for the expectation value of S²: 3.78. As for the spin multiplicity: 4. The orbital gap (alpha / beta) comes out at 6.9884 / 6.8870 eV. Its net charge is 0. The relative energy (zero: lowest compared OMol25 entry of this formula, charge and spin) is 0.0 kcal per mole. The HOMO energy (alpha / beta) is -7.57 / -7.65 eV. As for the maximum force: 0.47 eV/Å.

Geometry as XYZ:
```
61
C25H20Cl3CrN6O4S2 | the Open Molecules 2025 dataset | ωB97M-V with the def2-TZVPD basis set
Cr 0.290 0.349 0.700
C -3.507 -0.453 -0.509
O -2.168 -0.829 -0.786
C -1.838 -2.140 -0.699
C -2.773 -3.164 -0.761
C -2.360 -4.485 -0.691
C -1.013 -4.785 -0.561
C -0.084 -3.761 -0.502
C -0.478 -2.433 -0.578
N 0.498 -1.366 -0.469
N 1.615 -1.736 -0.948
C 2.743 -1.001 -0.977
C 2.819 0.376 -0.661
O 1.818 1.056 -0.245
C 4.059 1.067 -0.873
C 5.147 0.411 -1.323
C 5.120 -0.986 -1.644
C 6.271 -1.641 -2.117
C 6.235 -2.973 -2.440
C 5.033 -3.680 -2.297
C 3.899 -3.059 -1.831
C 3.917 -1.695 -1.489
H -3.859 -0.916 0.413
H -4.170 -0.718 -1.337
H -3.494 0.627 -0.379
H -3.823 -2.930 -0.855
H -3.097 -5.277 -0.729
H -0.684 -5.812 -0.480
H 0.962 -3.981 -0.350
H 4.079 2.122 -0.633
H 6.082 0.945 -1.455
H 7.188 -1.073 -2.221
H 7.123 -3.475 -2.803
H 4.996 -4.732 -2.555
H 2.979 -3.615 -1.725
N 1.111 1.955 3.831
C 0.340 2.616 2.967
N 0.049 2.218 1.745
C -0.757 3.148 1.103
C -1.084 4.239 1.818
S -0.360 4.149 3.381
C -1.121 2.835 -0.275
C -1.736 3.621 -1.179
S -1.773 2.828 -2.712
C -0.942 1.474 -2.027
N -0.712 1.594 -0.741
N -0.526 0.451 -2.799
H 1.427 1.024 3.564
H 1.126 2.226 4.796
H -1.699 5.075 1.528
H -2.126 4.616 -1.054
H -0.950 0.322 -3.700
H -0.207 -0.380 -2.328
Cl 1.677 -0.654 2.229
Cl -1.640 -0.158 4.957
C -2.553 -0.940 3.645
Cl -4.007 0.010 3.254
C -1.649 -1.148 2.412
O -1.363 -2.296 2.135
O -1.311 -0.059 1.823
H -2.882 -1.902 4.013
```

***

No. 4
An isolated molecule of C4H5N3O in a non-equilibrium geometry, computed with ωB97M-V with the def2-TZVPD basis set.

The orbital gap comes out at 8.7458 eV. Its net charge is 0. The SMILES is [H]/N=c1\nnc(C)co1. The relative energy (zero: lowest compared OMol25 entry of this formula, charge and spin) is 82.2 kcal per mole. The HOMO energy is -9.37 eV. As for the maximum force: 2.83 eV/Å.

Geometry as XYZ:
```
13
C4H5N3O | the Open Molecules 2025 dataset | ωB97M-V with the def2-TZVPD basis set
H -3.318 -1.159 0.138
N -3.253 -0.140 0.159
C -2.013 0.037 -0.026
N -1.207 -1.163 -0.206
N 0.030 -1.165 -0.171
C 0.693 0.020 -0.036
C 2.206 -0.117 0.125
C -0.002 1.159 -0.190
O -1.380 1.195 -0.083
H 2.458 -0.651 1.098
H 2.854 0.744 0.013
H 2.554 -0.904 -0.643
H 0.378 2.145 -0.178
```